1.
# C15H25IInNO3P2S2

A structure of composition C15H25IInNO3P2S2 in a non-equilibrium geometry (the ωB97M-V functional and the def2-TZVPD basis, OMol25).

The geometry in XYZ format:
```
50
Properties=species:S:1:pos:R:3:forces:R:3:lowdin_charge:R:1
C -0.08912 0.06984 -6.08473 0.0 0.0 -0.4 -0.45
I -0.44357 -0.05314 -3.96478 0.0 0.0 -0.4 0.91
H 0.97942 0.20381 -6.25149 -0.2 0.0 0.2 0.02
H -0.65935 0.92148 -6.45505 0.1 -0.2 0.2 0.01
H -0.44604 -0.86472 -6.51981 0.1 0.2 0.2 0.02
In -0.05467 0.25546 -0.50040 1.1 -0.3 0.6 0.35
P 0.14801 2.70151 -1.28507 0.1 1.0 -0.3 0.73
C -1.43808 3.44031 -1.78510 -0.1 -0.3 0.2 -0.23
C 0.72120 3.69997 0.12466 0.0 -0.4 0.1 -0.21
H 0.60937 4.75781 -0.14528 0.1 -0.2 0.1 0.08
H 1.29773 4.26963 -2.69872 0.0 -0.3 0.1 0.08
H 1.77690 3.47011 0.31427 -0.2 0.1 0.0 0.07
H 2.28083 2.78647 -2.42983 -0.2 0.2 -0.1 0.07
H -2.19788 3.25052 -1.01814 0.1 0.2 -0.1 0.06
H 0.13553 3.48154 1.02578 0.1 0.1 -0.2 0.04
C 1.27325 3.17080 -2.64224 0.2 -0.5 0.0 -0.24
H -1.28881 4.52392 -1.89835 -0.1 -0.3 0.0 0.08
H 0.92100 2.75494 -3.59602 0.1 0.2 0.3 0.02
H -1.76851 3.00822 -2.73645 0.1 0.1 0.2 0.05
P 0.22885 -2.36216 -0.95723 -0.2 -1.1 -0.4 0.73
C -1.32211 -3.25520 -1.30829 -0.2 0.4 0.1 -0.24
C 1.31060 -3.04111 -2.27593 0.2 0.7 -0.1 -0.24
H 1.88825 -2.90409 0.72665 -0.3 -0.2 -0.1 0.02
H 0.85447 -4.31431 0.28059 0.0 0.2 0.0 0.07
H 0.24958 -3.03282 1.38002 0.0 -0.1 -0.1 0.06
C 0.86976 -3.24248 0.50369 0.1 0.5 0.3 -0.26
H 2.31793 -2.61535 -2.17150 -0.2 -0.2 -0.1 0.06
H 1.35422 -4.13400 -2.14880 -0.1 0.4 0.0 0.08
H -1.11695 -4.33310 -1.23915 -0.1 0.3 -0.1 0.07
H -1.67872 -3.00370 -2.31244 0.0 -0.1 0.1 0.05
H 0.91691 -2.79207 -3.27014 0.1 -0.1 0.3 0.01
H -2.08445 -2.97407 -0.57343 0.0 -0.2 -0.1 0.06
C -2.46931 0.09233 -1.37094 -2.8 0.0 -0.5 -0.08
O -3.55589 0.06656 -1.70218 2.5 0.0 0.7 0.17
O -2.72109 0.24073 2.53540 1.2 0.6 0.1 -0.27
S -1.52006 0.99533 2.82359 -0.1 -0.4 -0.5 0.70
O -1.58664 2.42804 2.93140 0.2 -0.8 -0.2 -0.26
N -0.32473 0.56393 1.65420 0.0 0.4 -0.5 -0.23
C 0.84015 0.13409 2.18146 -1.0 -0.1 -1.5 -0.77
S 2.09889 -0.22580 1.10140 -0.1 0.6 0.1 0.72
C 0.73265 -0.15046 3.58045 -0.4 -0.6 1.3 -0.22
C 1.56412 -1.00279 4.32364 0.0 0.3 -0.2 0.01
C 1.13020 -1.43312 5.57996 -0.4 0.3 0.0 -0.02
C -0.10959 -0.98443 6.07542 0.2 -0.2 0.0 -0.01
C -0.96593 -0.15583 5.32813 0.2 0.1 -0.2 0.00
C -0.53126 0.23289 4.07126 0.3 -0.5 1.0 -0.21
H 2.51228 -1.34629 3.89074 -0.4 0.2 0.2 0.13
H 1.74127 -2.13223 6.16642 -0.3 0.4 -0.3 0.13
H -0.43212 -1.32974 7.05599 0.0 0.1 -0.2 0.13
H -1.94846 0.16280 5.68638 0.4 -0.3 0.0 0.14
```
Positions in Å, forces in eV/Å.

max |F|	2.9	eV/Å
HOMO	-15.0124	eV
frontier orbital gap	0.301	hartree
total charge	+2
energy	-77101.7093	eV


2.
# C15H25N2O2

The ion C15H25N2O2 with charge +1 in a non-equilibrium geometry (the ωB97M-V functional and the def2-TZVPD basis, OMol25).

The geometry in XYZ format:
```
44
Properties=species:S:1:pos:R:3:forces:R:3:lowdin_charge:R:1
C -1.55063 3.37932 -2.07687 0.1 0.0 0.0 -0.03
C -1.46533 3.70599 -0.61842 0.2 -0.1 0.0 -0.20
C -2.49481 4.34974 0.04526 0.1 -0.1 0.0 -0.04
C -2.39834 4.66304 1.39186 0.0 0.1 0.1 -0.08
C -1.24993 4.33692 2.08489 -0.2 0.0 0.0 -0.08
C -0.20456 3.68839 1.44420 0.3 -0.1 -0.1 -0.04
C -0.30709 3.36569 0.09761 -0.3 0.1 0.0 -0.22
O 0.66316 2.73244 -0.64744 -0.4 0.2 -0.1 -0.05
C 1.76259 2.11453 -0.02571 0.3 -0.5 0.3 -0.13
C 1.42594 0.70450 0.50288 0.0 0.4 -0.6 -0.32
O 0.77811 0.73066 1.75365 -0.3 0.1 0.4 -0.03
H 0.05444 1.37271 1.72426 0.0 0.0 0.0 0.08
H 2.36441 0.16755 0.67771 0.0 0.1 -0.1 0.16
C 0.60890 -0.06567 -0.55157 0.2 0.2 0.3 -0.12
N 0.75484 -1.50105 -0.37903 -0.1 -0.2 -0.1 -0.17
C 0.32668 -2.28163 -1.51897 0.2 -0.1 0.2 -0.16
C 0.80366 -3.71994 -1.33004 0.1 0.5 -0.8 -0.09
N 0.22756 -4.28706 -0.08564 -0.3 -0.1 0.0 -0.16
H -0.79496 -4.23390 -0.17459 0.2 0.0 0.0 0.19
C 0.61039 -5.69292 0.11317 0.2 -0.8 0.1 0.01
H 0.14978 -6.08543 1.01799 0.0 0.1 0.0 0.11
H 1.69211 -5.76719 0.20992 0.0 0.1 0.0 0.12
H 0.29120 -6.29673 -0.73452 0.0 0.1 0.0 0.11
C 0.60617 -3.43073 1.06855 -0.1 0.7 0.6 -0.09
C 0.12783 -2.00593 0.82537 0.3 -0.2 0.1 -0.15
H 0.42456 -1.37339 1.66337 -0.2 -0.2 0.0 0.13
H -0.97683 -1.98714 0.75711 0.0 0.0 0.0 0.14
H 0.16401 -3.83627 1.97934 0.0 -0.1 -0.1 0.14
H 1.69322 -3.44187 1.15725 -0.1 -0.1 -0.1 0.15
H 1.89050 -3.73030 -1.23414 -0.1 -0.1 0.1 0.15
H 0.50910 -4.33825 -2.17943 0.0 -0.1 0.2 0.14
H 0.78540 -1.87781 -2.42251 -0.1 -0.1 0.0 0.14
H -0.77120 -2.26643 -1.65857 0.0 0.0 0.0 0.14
H 0.99065 0.19534 -1.53871 -0.1 0.0 -0.1 0.14
H -0.44556 0.24764 -0.49483 0.0 0.1 -0.1 0.14
H 2.51632 2.02498 -0.81241 0.0 0.0 0.1 0.14
H 2.18136 2.72057 0.78365 0.0 0.0 -0.1 0.13
H 0.68865 3.46877 2.00988 0.1 0.0 0.0 0.11
H -1.15235 4.58567 3.13037 0.0 0.0 0.1 0.11
H -3.21194 5.16523 1.89086 -0.1 0.1 0.1 0.10
H -3.38661 4.61332 -0.50366 -0.1 0.0 -0.1 0.11
H -2.52009 3.65926 -2.47868 -0.1 0.0 0.0 0.08
H -0.77357 3.91259 -2.62179 0.0 0.0 -0.1 0.09
H -1.38773 2.31478 -2.24164 0.0 -0.1 -0.1 0.07
```
Positions in Å, forces in eV/Å.

max |F|	1.0	eV/Å
structure (SMILES)	Cc1ccccc1OC[C@@H](O)CN1CC[NH+](C)CC1
HOMO	-10.6046	eV
energy relative to the best compared isomer or geometry (same formula, charge and spin)	0.374	eV
frontier orbital gap	0.290	hartree
total charge	+1
energy	-23029.3448	eV


3.
# C15H25N3O4S

An isolated molecule of C15H25N3O4S in a non-equilibrium geometry (the ωB97M-V functional and the def2-TZVPD basis, OMol25).

The geometry in XYZ format:
```
48
Properties=species:S:1:pos:R:3:forces:R:3:lowdin_charge:R:1
C -2.95349 0.96326 2.29768 0.1 -0.1 -0.4 0.00
C -2.06868 1.66882 1.33481 0.1 0.6 0.5 -0.32
C -1.34987 2.82363 1.42688 -0.4 -0.5 -0.1 0.02
C -0.66697 2.98168 0.19686 -0.2 -0.6 -0.6 -0.20
C -1.01776 1.88958 -0.56811 0.4 1.2 0.4 -0.14
C -0.61782 1.58091 -1.94402 -0.2 -0.1 -0.3 -0.38
O -0.17590 2.46527 -2.67172 0.1 0.1 0.2 0.05
N -0.78584 0.31464 -2.42031 -0.1 -0.1 -0.2 -0.03
C -0.93853 -0.89664 -1.65353 0.1 -0.4 0.5 -0.11
H -1.21345 -0.68492 -0.62552 -0.1 0.0 -0.3 0.09
C 0.36097 -1.72112 -1.67209 -0.1 0.0 -0.3 -0.27
C 1.50105 -1.00396 -0.93350 -0.5 0.0 -0.3 -0.18
N 1.65747 -1.53216 0.42231 -0.2 0.0 0.9 -0.12
S 0.63066 -0.85437 1.56256 1.0 -0.3 0.2 0.62
O 0.75851 0.56898 1.55799 0.1 0.2 0.2 -0.25
O -0.67769 -1.41458 1.41907 -0.2 -0.3 -0.1 -0.26
N 1.39006 -1.45096 2.93610 -0.2 0.4 -1.0 -0.34
C 1.05860 -0.69065 4.12461 -0.1 0.4 0.1 -0.10
H 0.04943 -0.91483 4.48779 0.0 0.0 0.0 0.09
H 1.11838 0.36211 3.86125 0.0 0.1 0.3 0.08
H 1.78400 -0.91923 4.90509 0.0 0.0 0.0 0.09
C 1.17309 -2.87584 3.06566 -0.1 -0.5 0.0 -0.12
H 1.82511 -3.26529 3.84634 0.0 0.0 0.0 0.09
H 0.12994 -3.10456 3.30750 0.0 -0.1 0.1 0.09
H 1.42182 -3.33367 2.11223 0.0 -0.3 0.1 0.08
H 2.58523 -1.34440 0.77575 0.2 0.0 0.1 0.11
H 1.32222 0.07824 -0.89687 0.2 0.0 -0.1 0.12
H 2.44542 -1.18182 -1.45228 0.0 0.0 0.1 0.13
C 0.73647 -2.02262 -3.12725 0.1 0.1 0.1 -0.17
C 0.83841 -0.72946 -3.93259 -0.3 -0.1 0.0 -0.16
C -0.46307 0.06014 -3.80964 0.2 0.3 -0.4 -0.14
H -0.37649 1.02489 -4.31173 -0.1 -0.2 0.0 0.12
H -1.28755 -0.50944 -4.25396 0.0 0.0 0.0 0.13
H 1.65977 -0.11707 -3.55872 0.1 0.1 0.0 0.12
H 1.03104 -0.95248 -4.98319 0.1 0.0 0.0 0.11
H 1.67858 -2.57307 -3.16902 0.0 -0.1 0.0 0.11
H -0.03853 -2.65580 -3.56593 0.0 -0.1 0.0 0.12
H 0.17250 -2.65818 -1.14056 0.0 0.0 -0.1 0.14
H -1.73986 -1.49120 -2.10889 0.0 0.0 0.1 0.14
O -1.88232 1.10416 0.13179 -0.3 -0.3 0.0 0.05
C 0.26055 4.08945 -0.14979 0.0 -0.1 -0.1 -0.02
H 0.51058 4.04638 -1.20495 0.1 0.1 0.0 0.07
H 1.17110 4.00255 0.44265 0.1 0.1 0.0 0.09
H -0.20069 5.04974 0.07498 0.0 0.1 0.0 0.08
H -1.30124 3.48386 2.26890 0.0 0.1 0.2 0.12
H -2.62108 -0.07048 2.38469 0.0 -0.1 0.1 0.07
H -2.91001 1.44924 3.26760 0.0 0.0 0.0 0.09
H -3.98416 0.96128 1.94306 -0.1 0.0 0.0 0.09
```
Positions in Å, forces in eV/Å.

max |F|	1.3	eV/Å
structure (SMILES)	Cc1cc(C)c(C(=O)N2CCC[C@@H](CNS(=O)(=O)N(C)C)C2)o1
HOMO	-7.9713	eV
energy relative to the best compared isomer or geometry (same formula, charge and spin)	0.625	eV
frontier orbital gap	0.310	hartree
energy	-39456.0348	eV


4.
# C15H25N7O5V

A structure of composition C15H25N7O5V in a non-equilibrium geometry (the ωB97M-V functional and the def2-TZVPD basis, OMol25).

The geometry in XYZ format:
```
53
Properties=species:S:1:pos:R:3:forces:R:3:mulliken_spin:R:1
V -0.97393 -0.37736 1.36277 -0.7 -1.9 1.4 2.00
O -1.94163 -1.09296 3.26407 0.1 -0.5 -0.5 0.00
C -2.18183 0.07154 4.04417 0.0 0.8 0.7 0.01
C -0.94963 0.96034 3.91917 -0.3 -0.5 0.5 0.00
N -0.70623 1.40214 2.53927 0.1 0.5 0.0 -0.03
C -1.67883 2.37204 2.05527 -1.0 0.1 -0.5 0.01
C -2.89103 1.58674 1.44307 -0.3 2.6 0.8 0.01
O -3.94863 2.12584 1.24677 0.2 -0.3 -0.1 0.02
O -2.57243 0.36664 1.22877 -2.4 -0.4 -0.6 -0.04
C 0.68477 1.80964 2.39147 1.0 -0.4 -0.3 0.01
C 1.47017 0.54314 1.91577 1.1 2.1 0.4 0.00
O 2.61267 0.61084 1.52457 -0.1 0.0 0.0 0.01
O 0.73307 -0.49676 1.94487 1.6 -1.6 0.9 -0.02
H -2.79573 -1.48746 3.03017 0.2 0.0 0.0 0.00
H -2.31533 -0.21946 5.09697 0.0 0.2 -0.3 0.00
H -3.08143 0.59644 3.70287 0.1 -0.2 0.1 0.00
H -0.08943 0.35234 4.21977 -0.1 0.2 0.0 0.00
H -1.04183 1.82054 4.59257 0.0 -0.1 -0.1 0.00
H -1.26453 2.94054 1.21527 0.1 -0.1 0.2 -0.01
H -2.01433 3.08514 2.81967 0.0 -0.2 -0.1 0.00
H 1.12147 2.19404 3.32127 -0.1 0.0 -0.2 0.00
H 0.80347 2.57204 1.61457 -0.1 -0.1 0.2 0.00
C 0.38137 -4.72856 -1.61793 0.3 -0.3 -0.6 0.00
N -0.05573 -3.95216 -0.48933 -0.4 0.6 0.2 0.00
C 0.21257 -4.22776 0.81937 -0.1 0.1 0.7 0.00
C -0.31183 -3.20426 1.55107 0.3 -0.8 0.2 0.03
N -0.88303 -2.30336 0.70267 -0.2 -0.4 -0.5 -0.02
C -0.71313 -2.78386 -0.51633 -0.1 -0.1 -0.3 0.01
H 0.15577 -5.78256 -1.46413 0.0 0.1 0.0 0.00
H 1.46027 -4.61296 -1.75123 -0.1 0.0 0.0 0.00
H -0.12373 -4.38876 -2.51913 0.0 0.0 0.0 0.00
H 0.75277 -5.09886 1.12447 0.1 -0.2 0.0 0.00
H -0.30953 -3.05176 2.61607 0.1 0.0 0.0 0.00
H -1.09323 -2.32806 -1.41413 0.1 0.0 -0.1 0.00
C 2.84287 2.10154 -2.78603 0.0 -0.1 -0.3 0.00
C 1.90507 1.63124 -3.89303 -0.1 0.0 0.2 0.00
C 0.82697 2.66594 -4.19303 0.2 -0.1 -0.1 0.00
C 1.28387 0.26204 -3.54913 0.7 0.4 -1.0 0.00
N 0.46587 0.30904 -2.36993 0.2 -0.4 1.8 0.00
C 0.77807 0.08174 -1.08363 -0.1 0.2 -0.4 0.04
N -0.33413 0.23784 -0.37723 1.5 0.6 -1.7 -0.06
N -1.28913 0.56364 -1.24623 -1.1 0.3 -0.1 0.03
N -0.82773 0.60394 -2.41763 -0.5 0.2 -1.2 0.00
H 3.36047 3.00224 -3.10093 0.1 0.1 0.0 0.00
H 3.59557 1.34854 -2.56653 0.1 -0.1 0.1 0.00
H 2.30277 2.33634 -1.87063 -0.1 0.0 0.1 0.00
H 2.49437 1.47654 -4.80223 0.0 -0.1 0.1 0.00
H 0.20037 2.86004 -3.32563 -0.1 0.0 0.1 0.00
H 0.19027 2.33614 -5.00883 -0.2 0.0 -0.1 0.00
H 1.29157 3.60204 -4.48673 0.0 0.1 0.0 0.00
H 2.07137 -0.47696 -3.39203 -0.1 0.0 0.1 0.00
H 0.63907 -0.06376 -4.36803 0.0 -0.1 0.1 0.00
H 1.75127 -0.15136 -0.69713 0.2 -0.1 0.1 0.00
```
Positions in Å, forces in eV/Å.

max |F|	2.7	eV/Å
HOMO (alpha / beta)	-11.5454 / -12.4768	eV
spin multiplicity	3
energy relative to the best compared isomer or geometry (same formula, charge and spin)	0.356	eV
frontier orbital gap (alpha / beta)	0.325 / 0.357	hartree
total charge	+1
energy	-62313.0933	eV